(1)
This record from OMol25 describes a structure of composition C3H6GaO3. The level of theory is ωB97M-V with the def2-TZVPD basis set.

Max |F|, eV/Å: 6.0
Total charge: +3
Total energy, eV: -61683.944
Multiplicity: 1
HOMO energy (alpha / beta), eV: -28.3 / -25.2
Molar mass, g mol⁻¹: 159.801
ΔE to the lowest compared entry with this formula, charge and spin, kJ/mol: 37.85

XYZ file:
```
13
C3H6GaO3 (ωB97M-V with the def2-TZVPD basis set)
H 2.0009 0.0174 0.3415
C 1.6179 -0.1657 -0.6694
C 0.3266 -0.9396 -0.6442
H 2.3641 -0.7659 -1.2047
H 1.5055 0.7901 -1.1957
H 0.3157 -1.7667 0.0724
H 0.1252 -1.4493 -1.5906
O -0.6354 -0.2209 1.4569
C -1.2928 0.2490 0.4937
O -0.9356 0.0519 -0.6944
O -1.8905 1.3936 0.8388
Ga -1.3512 0.8176 2.6787
H -2.1504 1.9887 0.1172
```

(2)
This record from OMol25 describes the molecule C5H9NO. The level of theory is ωB97M-V with the def2-TZVPD basis set.

Max |F|, eV/Å: 0.4
Total energy, eV: -8867.045
Multiplicity: 1
HOMO energy, eV: -9.4
Molar mass, g mol⁻¹: 99.133
ΔE to the lowest compared entry with this formula, charge and spin, kJ/mol: 209.13

XYZ file:
```
16
C5H9NO (ωB97M-V with the def2-TZVPD basis set)
C -1.6072 1.1866 1.2855
C -1.4721 -0.1725 0.6335
O -2.2501 -1.0650 0.9047
C -0.3261 -0.5527 -0.2734
C 0.9727 -0.6846 0.4400
N 0.8005 0.3094 -0.5995
C 1.5248 -0.0215 -1.8322
H -2.3927 1.0998 2.0413
H -0.6833 1.5392 1.7555
H -1.9024 1.9377 0.5456
H -0.6072 -1.3319 -0.9814
H 1.5729 -1.5685 0.2311
H 1.0378 -0.3037 1.4561
H 2.4107 0.6184 -1.9022
H 0.9088 0.1482 -2.7200
H 1.8729 -1.0683 -1.8554
```

(3)
This record from OMol25 describes a cluster of 2 separate species, C2HBr2F3 in total. The level of theory is ωB97M-V with the def2-TZVPD basis set.

Max |F|, eV/Å: 2.1
Total energy, eV: -150324.276
Multiplicity: 1
HOMO energy, eV: -10.1
Molar mass, g mol⁻¹: 241.832
ΔE to the lowest compared entry with this formula, charge and spin, kJ/mol: 153.52

XYZ file:
```
8
C2HBr2F3 (ωB97M-V with the def2-TZVPD basis set)
C 0.3548 -1.4333 -0.5433
C -0.1678 2.0458 0.2779
F -0.1958 -0.9797 -1.6775
F 1.4459 -0.7030 -0.1138
F 0.5861 2.7600 1.1478
Br -1.9342 2.1113 0.8513
Br -0.8637 -1.4391 0.8636
H 0.7745 -2.3621 -0.8059
```

(4)
This record from OMol25 describes a structure of composition C14H30ClCoO9. The level of theory is ωB97M-V with the def2-TZVPD basis set.

Max |F|, eV/Å: 2.7
Total charge: -1
Total energy, eV: -83572.160
Multiplicity: 4
HOMO energy (alpha / beta), eV: -4.8 / -4.6
Molar mass, g mol⁻¹: 436.771

XYZ file:
```
55
C14H30ClCoO9 (ωB97M-V with the def2-TZVPD basis set)
Co -0.5320 0.2890 -0.6002
C -2.2152 -2.0093 1.2603
O -1.5476 -1.2136 0.3376
H -2.1433 -3.0518 0.9500
H -1.8689 -1.8844 2.2862
H -3.2488 -1.6631 1.2691
C 1.9500 2.0943 -2.2721
O 0.8207 1.3951 -1.7388
H 2.8996 1.6042 -2.0574
H 2.1052 2.0326 -3.3492
H 1.9421 3.1478 -1.9926
Cl -3.0541 0.7169 -3.1173
O -2.3552 -0.5249 -3.4084
O -2.5639 1.1827 -1.8609
O -2.8305 1.6760 -4.1237
O -4.4592 0.5071 -3.0254
C 2.2561 -1.3514 1.9851
C 1.6926 -0.4900 3.1317
C 0.6978 0.5206 2.5477
O 0.9921 0.4493 1.1095
C 2.1754 -0.2959 0.8576
H 1.5833 -2.1758 1.7488
H 3.2584 -1.7527 2.1348
H 2.5923 0.0489 3.4287
H 1.3044 -1.0439 3.9864
H 0.9951 1.5231 2.8554
H -0.3188 0.2553 2.8382
H 2.9379 0.4785 0.7736
H 2.1408 -0.7951 -0.1107
C 2.4360 -2.8569 -2.4770
C 1.7273 -3.9369 -1.7263
C 0.5182 -3.1432 -1.1090
O 0.5112 -1.7972 -1.5701
C 1.3420 -1.7945 -2.7510
H 2.8228 -3.2812 -3.4036
H 3.2763 -2.4663 -1.9031
H 2.3037 -4.3911 -0.9204
H 1.2977 -4.6702 -2.4089
H 0.4964 -3.1936 -0.0204
H -0.4096 -3.5720 -1.4877
H 1.7717 -0.8135 -2.9536
H 0.6673 -2.0863 -3.5558
C -1.6938 3.9718 1.4335
C -2.4699 3.1046 2.4216
C -2.5145 1.8252 1.6186
O -1.3250 1.7195 0.8132
C -0.7687 3.0132 0.8317
H -1.0690 4.7371 1.8939
H -2.3286 4.3707 0.6423
H -3.4388 3.3784 2.8392
H -1.9598 3.0168 3.3808
H -3.3972 1.8505 0.9797
H -2.6949 0.9976 2.3046
H -0.4407 3.3286 -0.1588
H 0.1335 3.0193 1.4433
```

(5)
This record from OMol25 describes a structure of composition C4H6O2Rb. The level of theory is ωB97M-V with the def2-TZVPD basis set.

Max |F|, eV/Å: 2.0
Total energy, eV: -8987.795
Multiplicity: 2
HOMO energy (alpha / beta), eV: -4.5 / -4.6
Molar mass, g mol⁻¹: 171.558
ΔE to the lowest compared entry with this formula, charge and spin, kJ/mol: 368.58

XYZ file:
```
13
C4H6O2Rb (ωB97M-V with the def2-TZVPD basis set)
O 0.2843 -0.8311 -1.0068
C -0.4028 -1.5976 -0.1731
Rb -2.3773 -4.6189 1.4195
O -0.5298 -1.2208 1.0670
C 0.9681 0.3431 -0.7366
H 2.0320 0.2426 -0.5286
C 0.3793 1.5379 -1.3861
H 0.4964 1.5106 -2.4855
H -0.6967 1.6209 -1.1697
H 0.8829 2.4420 -1.0198
C -0.0312 -0.0504 1.8334
H -0.4966 0.8375 1.3732
H -0.5088 -0.2158 2.8131
```

(6)
This record from OMol25 describes the molecule C6H7N. The level of theory is ωB97M-V with the def2-TZVPD basis set.

Max |F|, eV/Å: 8.9
Total energy, eV: -7817.989
Multiplicity: 1
HOMO energy, eV: -8.6
Molar mass, g mol⁻¹: 93.129
ΔE to the lowest compared entry with this formula, charge and spin, kJ/mol: 738.91

XYZ file:
```
14
C6H7N (ωB97M-V with the def2-TZVPD basis set)
C 0.3430 1.1880 0.7336
C -0.0603 1.5066 -0.4279
C -0.9013 0.1863 -0.6533
N -1.0230 -1.0220 -1.5498
C 0.0327 -0.9864 -0.8207
C 0.5281 -1.3774 0.6319
C 0.3726 -0.1208 1.3408
H 0.8223 1.8911 1.5914
H -0.1370 2.5591 -0.7227
H -1.5403 0.1445 0.3062
H -1.1207 -0.7350 -2.5585
H 0.9548 -0.4728 -1.0280
H 0.8248 -2.4882 0.8182
H 0.9046 -0.2732 2.3387
```

(7)
This record from OMol25 describes a cluster of 4 separate species, C14H28Br2O9 in total. The level of theory is ωB97M-V with the def2-TZVPD basis set.

Max |F|, eV/Å: 2.5
Total energy, eV: -173484.242
Multiplicity: 1
HOMO energy, eV: -10.3
Molar mass, g mol⁻¹: 500.177

XYZ file:
```
53
C14H28Br2O9 (ωB97M-V with the def2-TZVPD basis set)
C 2.0358 4.2113 2.8718
C 2.0916 4.2591 1.3732
O 2.2817 2.9513 0.8663
C 3.5478 2.5234 0.9998
O 4.4261 2.9583 1.6831
O 3.7221 1.4449 0.2611
C 2.6312 0.8288 -0.4165
H 2.9938 3.8174 3.2477
H 1.3446 3.4603 3.2739
H 1.8224 5.2175 3.2621
H 2.9295 4.9070 1.0746
H 1.1231 4.5417 0.9226
H 2.0995 1.4947 -1.0892
H 2.0102 0.3607 0.3191
H 2.9770 0.0458 -1.0457
C 1.3370 1.7358 -6.0715
C 0.7506 1.4094 -4.7487
O -0.5291 0.8188 -4.9710
C -0.8656 0.0025 -3.9457
O -0.3600 -0.0095 -2.8727
O -1.9194 -0.6572 -4.3360
C -2.5363 -1.5601 -3.4071
H 1.5963 0.9090 -6.6770
H 2.2392 2.3488 -5.9530
H 0.5796 2.2512 -6.6301
H 0.6925 2.2737 -4.1251
H 1.4124 0.6765 -4.1990
H -3.5551 -1.5218 -3.7720
H -2.3953 -1.1777 -2.3825
H -2.0772 -2.5646 -3.3965
C -0.8958 -3.6559 -0.4157
C -0.1826 -2.3179 -0.5345
O -1.0703 -1.1377 -0.2046
C -1.3554 -0.8909 1.0752
O -1.1051 -1.6262 1.9652
O -1.8836 0.3328 1.2214
C -2.1716 0.7058 2.6033
H -0.2413 -4.4273 -0.7717
H -1.7883 -3.6779 -1.0500
H -1.3332 -3.8383 0.5639
H 0.1145 -1.9920 -1.5277
H 0.6415 -2.3223 0.1682
H -2.9195 1.4556 2.5361
H -1.2437 1.0359 3.0651
H -2.4953 -0.1925 3.0812
Br -1.5736 -5.0598 3.4940
C -1.1062 -3.4035 4.4024
C -2.4189 -2.9617 5.0906
Br -2.2671 -1.2275 6.1023
H -0.8018 -2.6814 3.6644
H -0.3395 -3.7207 5.0698
H -2.7105 -3.6057 5.8778
H -3.2589 -2.7478 4.4072
```

(8)
This record from OMol25 describes a structure of composition C6H14N3. The level of theory is ωB97M-V with the def2-TZVPD basis set.

Max |F|, eV/Å: 3.8
Total charge: +1
Total energy, eV: -10905.828
Multiplicity: 3
HOMO energy (alpha / beta), eV: -10.4 / -13.7
Molar mass, g mol⁻¹: 128.199
ΔE to the lowest compared entry with this formula, charge and spin, kJ/mol: 298.74

XYZ file:
```
23
C6H14N3 (ωB97M-V with the def2-TZVPD basis set)
C 0.9317 0.9668 0.4947
C 0.0365 0.3141 -0.5553
C -0.5907 -1.4954 0.0892
C -0.4310 1.3486 0.1643
C 2.0523 2.0747 0.2777
C -1.5887 2.0031 0.6564
N -0.1355 -2.3479 -0.8643
N -0.0439 -1.7024 1.3263
N -0.6780 -2.2956 -2.1622
H 0.9547 0.3731 1.4181
H 0.0308 0.0895 -1.6201
H -1.5988 -1.0871 -0.0271
H 2.1869 2.8549 1.0684
H 1.7345 2.5596 -0.6968
H 3.1187 1.6805 0.0464
H -2.4563 1.8357 -0.0020
H -1.4261 2.9577 1.1230
H -1.9049 1.3540 1.5080
H 0.6134 -3.0534 -0.7341
H 0.9265 -1.8203 1.4072
H -0.4042 -1.0445 2.0717
H 0.0953 -2.5763 -2.7184
H -1.4232 -2.9897 -2.2712
```

(9)
This record from OMol25 describes a structure of composition C18H34O2. The level of theory is ωB97M-V with the def2-TZVPD basis set.

Max |F|, eV/Å: 16.0
Total energy, eV: -23299.636
Multiplicity: 1
HOMO energy, eV: -8.4
Molar mass, g mol⁻¹: 282.468
ΔE to the lowest compared entry with this formula, charge and spin, kJ/mol: 1353.09

XYZ file:
```
54
C18H34O2 (ωB97M-V with the def2-TZVPD basis set)
C 2.7506 3.1748 -1.2394
C 3.8066 2.3639 -0.7873
C 3.4894 0.8172 -0.7481
C 3.3413 0.2650 -2.0287
C 3.0956 -1.0623 -1.8960
C 2.0312 -1.6391 -1.0490
C 0.7877 -1.2861 -1.6226
C -0.5639 -1.6997 -1.0795
C -1.8315 -1.3375 -1.7022
C -3.0816 -1.8759 -1.2743
C -3.2368 -3.0858 -0.4438
H -3.8432 -3.7058 -0.9682
H -2.5153 -3.2338 0.1215
C -4.1480 -2.5659 0.8604
C -3.4031 -1.5575 1.8202
C -3.0499 -0.2192 1.5616
C -2.1164 0.5659 2.4393
C -1.7358 1.9103 1.8361
C -0.6757 2.4712 2.3108
C 0.8117 1.8683 1.9834
O 0.8678 1.0070 1.2683
O 1.9563 2.6254 2.2954
H 2.6478 2.2391 1.9051
H -0.4812 2.3162 3.5688
H -0.6069 3.6532 1.9246
H -2.7396 2.4962 1.9019
H -1.6610 1.9665 0.8056
H -1.1743 -0.1904 2.0942
H -2.2647 0.5515 3.4192
H -2.8815 -0.2058 0.4968
H -4.1147 0.2939 1.4542
H -2.4079 -2.0115 1.9573
H -3.8700 -1.7201 2.8578
H -4.5723 -3.2457 1.4804
H -4.9947 -1.8334 0.5817
H -3.8889 -1.6933 -1.9383
H -1.8772 -0.5381 -2.4803
H -0.3596 -3.0196 -0.6548
H -0.4357 -1.3216 -0.0188
H 0.7812 -1.8568 -2.8521
H 0.5929 -0.3068 -1.7500
H 2.2482 -2.9091 -0.9304
H 2.0907 -1.1990 -0.1050
H 3.1872 -1.5858 -2.8190
H 4.1742 -1.6399 -1.5495
H 4.1231 0.4219 -2.6135
H 2.4653 0.6985 -2.4190
H 4.3235 0.4519 -0.0263
H 2.6765 0.7973 -0.2166
H 4.4132 2.7849 0.1213
H 4.7506 2.5408 -1.5679
H 2.4714 2.9853 -2.3934
H 2.7961 4.2454 -1.3450
H 1.8515 3.0339 -0.5468
```

(10)
This record from OMol25 describes a structure of composition C23H18N5RuS3Se. The level of theory is ωB97M-V with the def2-TZVPD basis set.

Max |F|, eV/Å: 2.7
Total energy, eV: -132025.911
Multiplicity: 2
HOMO energy (alpha / beta), eV: -7.6 / -7.8
Molar mass, g mol⁻¹: 640.663
ΔE to the lowest compared entry with this formula, charge and spin, kJ/mol: 243.58

XYZ file:
```
51
C23H18N5RuS3Se (ωB97M-V with the def2-TZVPD basis set)
Ru -0.2771 -0.6047 -0.3816
C -2.4268 -0.7313 -1.1339
C -2.0252 0.6344 -1.0496
C -2.0235 0.9985 0.3406
C -2.3618 -0.1155 1.0749
C -2.6083 -1.2024 0.1563
H -2.6104 -1.2820 -2.0423
H -1.9026 1.3055 -1.8838
H -1.8282 1.9784 0.7462
H -2.4304 -0.1595 2.1501
H -2.9121 -2.2012 0.4248
N 1.0445 1.4792 -0.1715
C 2.1284 1.2177 0.7089
C 2.5999 2.0782 1.6523
C 3.6453 1.6727 2.5177
C 4.1940 0.4278 2.4234
C 3.6997 -0.4897 1.4623
C 4.1564 -1.8198 1.3194
C 3.5601 -2.6413 0.4089
C 2.4861 -2.1491 -0.3572
N 2.0570 -0.9086 -0.2893
C 2.6632 -0.0877 0.6155
H 0.6373 2.3898 -0.0121
H 1.3150 1.3747 -1.1483
H 2.1609 3.0625 1.7609
H 4.0071 2.3688 3.2620
H 4.9891 0.1177 3.0884
H 4.9580 -2.1785 1.9532
H 3.8726 -3.6673 0.2800
H 1.9496 -2.8101 -1.0221
Se 0.3386 -0.4565 3.6814
C 0.1464 -1.4356 2.2037
N 0.0322 -2.0898 1.2280
S 5.4508 -1.9053 -4.2866
C 3.9798 -1.2699 -3.8930
S 2.5717 -2.2538 -3.6393
C 1.6665 -0.8812 -3.1205
N 2.3224 0.2248 -3.1755
N 3.6075 0.0154 -3.6252
C 4.4036 1.1966 -3.7794
C 5.3395 1.2976 -4.7970
C 6.0793 2.4650 -4.9212
C 5.8834 3.5245 -4.0497
C 4.9239 3.4200 -3.0520
C 4.1817 2.2597 -2.9136
S -0.0340 -0.9711 -2.6589
H 5.4819 0.4844 -5.4886
H 6.8087 2.5427 -5.7164
H 6.4675 4.4291 -4.1514
H 4.7461 4.2479 -2.3785
H 3.4231 2.1766 -2.1492
```

(11)
This record from OMol25 describes a structure of composition C15H29AlN2O. The level of theory is ωB97M-V with the def2-TZVPD basis set.

Max |F|, eV/Å: 4.4
Total charge: +2
Total energy, eV: -27633.006
Multiplicity: 1
HOMO energy (alpha / beta), eV: -15.7 / -16.0
Molar mass, g mol⁻¹: 280.392

XYZ file:
```
48
C15H29AlN2O (ωB97M-V with the def2-TZVPD basis set)
C -2.3928 1.2034 -0.9034
H -3.2811 0.9924 -0.2799
H -1.7913 2.1571 -0.7092
H -1.0882 -0.7207 -1.0705
C -2.4986 0.9977 -2.4981
H -1.5118 1.0387 -3.0285
H -2.9163 -0.0189 -2.6856
C -3.4238 2.0944 -3.0314
H -3.5824 1.9028 -4.0915
H -4.3657 1.9995 -2.4953
H -3.0168 3.1038 -2.8958
C 2.2434 -0.2983 0.5375
C 1.9950 0.1042 -0.8182
C 1.0437 1.1146 -0.8153
C 0.5843 1.3483 0.5951
C 1.5396 0.5136 1.3842
C 1.5184 0.5398 2.8699
C 0.2775 2.7629 1.0832
C 0.8910 2.1302 -1.9021
C 2.5623 -0.5451 -2.0591
C 3.1160 -1.4509 0.9791
Al -1.0824 0.2809 0.1068
H -0.1721 2.7118 2.0783
H 1.1800 3.3930 1.1588
H -0.4467 3.2856 0.4600
H 0.8301 1.3136 3.2349
H 1.2097 -0.4112 3.3296
H 2.5162 0.7778 3.2651
H 3.1685 -2.2392 0.2203
H 4.1486 -1.1488 1.2218
H 2.6856 -1.8959 1.8888
H 1.9841 -0.2112 -2.9288
H 3.6250 -0.3912 -2.3240
H 2.4209 -1.6373 -2.0043
H 0.0761 2.8601 -1.7582
H 1.8404 2.7061 -1.9171
H 0.7675 1.7035 -2.9114
C -1.5305 -3.1369 3.2556
N -0.9815 -3.4189 1.9491
C -0.6824 -2.4002 1.0904
N -0.4211 -2.6693 -0.2115
O -0.8699 -1.1746 1.4942
H -1.4865 -2.0537 3.4300
H -0.9361 -3.6492 4.0145
H -2.5767 -3.4577 3.3143
H -0.9455 -4.3835 1.5869
H 0.1120 -2.0406 -0.7762
H -0.3359 -3.6826 -0.4332
```

(12)
This record from OMol25 describes a structure of composition C26H25Cl2N6O4S2Y. The level of theory is ωB97M-V with the def2-TZVPD basis set.

Max |F|, eV/Å: 0.4
Total energy, eV: -92264.064
Multiplicity: 1
HOMO energy, eV: -7.0
Molar mass, g mol⁻¹: 709.470
ΔE to the lowest compared entry with this formula, charge and spin, kJ/mol: 0.00

XYZ file:
```
66
C26H25Cl2N6O4S2Y (ωB97M-V with the def2-TZVPD basis set)
Y -0.0486 -0.9349 0.0149
Cl 0.2583 -7.8708 1.2545
C 0.2738 -6.3626 0.3957
C 0.6268 -5.2120 1.0828
C 0.6473 -3.9840 0.4354
N 0.9104 -2.7493 1.0765
C 1.7052 -2.7227 2.1567
O 2.3488 -3.6271 2.6789
C 1.7538 -1.3628 2.8239
C 2.5343 -1.2024 3.9600
C 2.5031 0.0055 4.6269
C 1.6787 1.0120 4.1435
C 0.9522 0.7743 2.9938
N 0.9899 -0.3845 2.3251
C 0.3165 -3.9163 -0.9317
C -0.0350 -5.0779 -1.6090
C -0.0577 -6.2956 -0.9473
Cl -0.5066 -7.7159 -1.8376
N 0.3167 -2.6212 -1.5001
C 0.4901 -2.4585 -2.8192
O 0.6494 -3.3011 -3.6976
C 0.5252 -1.0019 -3.2502
C 0.4811 -0.7289 -4.6099
C 0.5266 0.5874 -5.0261
C 0.6170 1.5861 -4.0650
C 0.6400 1.2228 -2.7338
N 0.5907 -0.0473 -2.3157
H 0.8911 -5.2839 2.1250
H 3.1246 -2.0461 4.2861
H 3.0947 0.1579 5.5203
H 1.5925 1.9639 4.6493
H 0.2906 1.5321 2.6009
H -0.2811 -5.0397 -2.6569
H 0.4236 -1.5663 -5.2888
H 0.4926 0.8362 -6.0788
H 0.6615 2.6312 -4.3381
H 0.6906 1.9798 -1.9636
C -5.3946 -0.8580 -1.0767
O -4.5477 -1.2826 -0.0033
C -3.2461 -1.0528 -0.0438
S -2.5059 -0.2522 -1.3375
S -2.3911 -1.6262 1.3086
H -5.4390 -1.6421 -1.8311
H -5.0301 0.0625 -1.5257
H -6.3730 -0.7120 -0.6289
C -2.2451 2.5136 1.0778
N -1.0166 3.2487 0.8056
C -1.0788 4.6910 1.0013
C -0.0161 5.3846 0.1797
C 1.3232 4.7430 0.4630
N 1.2476 3.3068 0.2353
C 2.5202 2.6223 0.0723
C 0.1031 2.6000 0.4251
O 0.0925 1.3638 0.2572
H -2.9498 2.6164 0.2515
H -2.6945 2.9177 1.9855
H -2.0384 1.4573 1.2221
H -0.9635 4.9277 2.0649
H -2.0728 5.0254 0.7010
H 0.0139 6.4462 0.4229
H -0.2479 5.2885 -0.8834
H 1.6469 4.9477 1.4904
H 2.0892 5.1419 -0.2038
H 3.1535 2.7853 0.9476
H 3.0353 3.0027 -0.8106
H 2.3570 1.5577 -0.0476
```